{"formula": "C24H44ClN2O6", "method": "wB97M-V/def2-TZVPD", "species": ["C", "N", "C", "C", "C", "C", "C", "C", "C", "C", "N", "C", "C", "C", "H", "H", "H", "H", "H", "H", "H", "H", "H", "H", "H", "H", "H", "H", "Cl", "C", "O", "C", "C", "O", "C", "H", "H", "H", "H", "H", "H", "H", "H", "H", "H", "C", "O", "C", "C", "O", "C", "H", "H", "H", "H", "H", "H", "H", "H", "H", "H", "C", "O", "C", "C", "O", "C", "H", "H", "H", "H", "H", "H", "H", "H", "H", "H"], "coordinates": [[-2.397, 9.518, 4.212], [-2.279, 8.148, 4.245], [-1.612, 7.554, 5.321], [-1.033, 6.315, 5.153], [-1.312, 5.544, 3.722], [-2.192, 6.314, 2.789], [-2.690, 7.489, 3.095], [-0.803, 4.251, 3.591], [0.428, 3.744, 4.291], [0.829, 2.493, 3.929], [0.035, 1.624, 3.239], [-1.089, 2.019, 2.557], [-1.557, 3.253, 2.659], [0.459, 0.199, 3.032], [-1.930, 10.059, 5.185], [-3.449, 9.918, 4.320], [-1.987, 10.014, 3.396], [-1.506, 7.922, 6.187], [-0.338, 6.052, 6.107], [-2.556, 6.021, 1.790], [-3.490, 7.938, 2.401], [0.847, 4.522, 4.846], [1.703, 2.063, 4.335], [-1.578, 1.293, 1.866], [-2.384, 3.575, 2.087], [1.092, 0.180, 2.124], [-0.446, -0.441, 2.954], [0.953, -0.349, 3.851], [-1.143, -0.629, -0.151], [-0.899, -0.999, -3.589], [-0.673, -1.263, -4.980], [-0.711, -2.636, -5.072], [-0.350, -2.981, -6.411], [-0.485, -4.371, -6.516], [0.029, -4.927, -7.638], [-0.377, -1.540, -2.830], [-1.823, -1.138, -3.226], [-0.829, 0.234, -3.349], [-1.669, -3.239, -4.834], [0.241, -3.101, -4.460], [0.538, -2.549, -6.354], [-1.092, -2.516, -7.196], [-0.262, -4.444, -8.473], [-0.087, -6.030, -7.522], [1.073, -4.701, -7.882], [-0.607, -4.474, -0.462], [-1.482, -5.495, -1.030], [-1.606, -5.341, -2.394], [-2.029, -6.481, -2.969], [-1.057, -7.434, -2.721], [-1.594, -8.770, -2.663], [0.371, -4.543, -0.969], [-0.346, -4.608, 0.672], [-0.776, -3.328, -0.472], [-0.625, -4.983, -2.784], [-2.290, -4.809, -2.645], [-2.028, -6.308, -4.043], [-2.949, -6.516, -2.520], [-2.661, -8.673, -2.124], [-0.983, -9.394, -2.280], [-1.934, -9.133, -3.795], [2.510, -1.458, 0.114], [3.233, -0.676, 0.995], [3.805, 0.427, 0.364], [4.662, 1.064, 1.355], [3.932, 1.871, 2.093], [4.611, 2.554, 3.155], [2.901, -1.835, -0.731], [1.546, -0.967, -0.116], [1.938, -2.399, 0.772], [2.895, 1.036, 0.173], [4.279, 0.018, -0.563], [5.338, 1.646, 0.859], [5.162, 0.403, 1.978], [5.354, 3.084, 2.615], [5.194, 1.921, 3.639], [4.061, 3.207, 3.719]], "forces_ev_per_a": [[-1.9, 5.3, 4.9], [-0.1, -2.6, 0.3], [-0.6, -4.6, -8.8], [0.0, -1.3, -1.9], [-1.0, 5.3, 3.4], [2.0, -4.5, 0.4], [-0.8, 3.0, 1.7], [0.5, -5.7, -1.9], [-4.9, 1.6, -3.6], [-1.1, -1.2, 0.4], [0.3, 0.1, -0.2], [0.9, -2.7, -0.3], [2.6, 4.8, 3.2], [-0.4, -1.1, -0.3], [-0.7, -1.6, -2.2], [0.7, -0.8, -0.4], [1.0, 0.4, -1.6], [0.5, 4.1, 6.0], [-1.9, -0.3, -2.8], [0.7, -0.9, 0.7], [1.7, 0.0, 1.4], [1.6, 0.3, 1.0], [0.9, -0.5, 0.2], [0.6, 0.0, 0.5], [-0.8, 0.3, -0.3], [-0.5, -0.3, 0.3], [0.4, 0.8, -0.8], [0.4, 1.4, 0.2], [0.0, 0.5, 0.6], [2.2, 5.6, -0.2], [-0.9, 0.1, 2.4], [0.3, -2.7, 2.6], [-5.3, -1.2, -3.1], [0.3, 0.6, 1.8], [2.4, -2.4, 0.9], [1.6, -0.4, -0.1], [-4.2, -0.9, 0.3], [0.5, -3.4, -0.9], [1.1, 1.5, 0.5], [-2.5, 0.8, -0.6], [4.8, 1.2, -1.9], [1.6, -0.4, 1.2], [-2.7, 0.9, -3.3], [-0.1, 0.9, -0.8], [1.0, -0.4, 1.3], [1.4, 0.8, 1.6], [0.6, 1.9, 2.9], [10.6, 0.1, 3.5], [1.8, -4.0, -3.6], [-0.2, -3.2, 0.6], [-7.7, 5.3, -4.9], [-0.2, -0.3, 0.0], [-1.0, -0.6, -2.0], [-1.1, -1.8, -0.6], [-0.5, -0.1, -0.1], [-7.8, 8.3, -2.4], [-0.9, -0.1, -0.4], [-2.9, -2.1, 0.8], [2.5, -0.7, -0.7], [4.3, -4.2, 2.8], [1.0, 0.7, 2.6], [-6.1, -1.6, 5.0], [0.6, -1.6, 1.0], [-1.8, -1.5, -1.2], [0.8, -0.6, -1.4], [-4.6, 3.2, 4.0], [0.0, 0.1, -5.2], [2.3, -1.2, -2.8], [0.4, 0.3, -0.5], [2.2, 2.3, -1.7], [1.0, 0.6, -0.8], [0.1, 1.0, 0.5], [2.6, 1.5, -1.7], [1.2, -2.0, 0.8], [0.9, 1.5, -0.3], [2.1, -3.3, 3.1], [-1.9, 1.2, 1.2]], "mulliken_charge": [-1.037, 0.154, -0.228, -0.655, 0.803, -0.658, -0.152, 1.112, -1.006, -0.082, 0.208, -0.321, -0.624, -1.339, 0.274, 0.366, 0.425, 0.563, 0.167, 0.326, 0.367, 0.504, 0.519, 0.267, 0.399, 0.719, 0.394, 0.303, -0.751, -0.788, -0.383, 0.122, -0.805, -0.201, -0.882, 0.254, 0.498, 0.193, 0.179, 0.112, 0.441, 0.265, 0.407, 0.212, 0.356, -0.501, -0.437, -0.542, -0.730, -0.329, -0.681, 0.315, 0.255, 0.128, 0.149, 0.816, 0.297, 0.483, 0.254, 0.325, 0.203, -0.766, -0.354, -0.422, -0.846, -0.190, -1.157, 0.536, 0.215, 0.103, 0.258, 0.427, 0.524, 0.442, 0.462, 0.481, 0.285], "e_lumo_ev": -6.94, "total_charge": 1}


{"formula": "C24H44N7O11P2Si", "method": "wB97M-V/def2-TZVPD", "species": ["C", "Si", "C", "C", "O", "C", "C", "N", "C", "N", "C", "C", "C", "C", "C", "N", "N", "O", "C", "P", "O", "O", "O", "P", "N", "O", "O", "H", "H", "H", "H", "H", "H", "H", "H", "H", "H", "H", "H", "H", "H", "H", "H", "H", "H", "H", "H", "H", "H", "H", "H", "H", "H", "H", "H", "H", "H", "H", "H", "H", "H", "C", "C", "C", "C", "C", "C", "N", "O", "O", "H", "H", "H", "H", "H", "C", "C", "C", "C", "C", "C", "N", "O", "O", "H", "H", "H", "H", "H"], "coordinates": [[4.648, -0.396, 3.857], [3.611, 0.022, 2.241], [4.886, 0.058, 0.800], [2.837, 1.784, 2.593], [2.387, -1.232, 2.130], [1.811, -1.343, 0.782], [1.025, -2.776, 0.702], [-0.442, -2.749, 1.008], [-0.783, -2.450, 2.438], [-0.752, -1.112, 3.140], [-2.117, -0.474, 3.265], [-2.017, 1.183, 3.067], [-3.334, 1.651, 2.208], [-3.447, 3.263, 1.931], [-2.062, 4.108, 2.163], [-0.951, 3.738, 1.160], [-1.144, -3.545, 3.235], [-1.481, -3.354, 4.550], [-1.193, -4.979, 2.750], [0.429, -5.825, 3.325], [0.190, -7.282, 3.970], [1.186, -4.884, 4.627], [1.627, -6.029, 2.078], [-1.448, -1.939, -0.191], [-1.540, -0.330, -0.093], [-0.769, -2.322, -1.782], [-3.045, -2.699, -0.130], [3.994, -0.390, 4.829], [5.193, -1.450, 3.729], [5.535, 0.386, 3.986], [5.921, 0.518, 1.094], [4.356, 0.627, -0.105], [4.993, -1.069, 0.419], [3.312, 2.209, 3.597], [1.679, 1.753, 2.771], [3.136, 2.484, 1.704], [1.167, -0.398, 0.535], [2.659, -1.383, -0.058], [1.191, -3.314, -0.330], [1.535, -3.481, 1.518], [-0.220, -1.128, 4.037], [-2.538, -0.651, 4.344], [-2.861, -0.828, 2.403], [-2.059, 1.661, 4.156], [-0.987, 1.516, 2.612], [-4.282, 1.361, 2.870], [-3.407, 1.037, 1.209], [-4.360, 3.694, 2.537], [-3.736, 3.401, 0.781], [-1.691, 4.110, 3.276], [-2.321, 5.245, 1.909], [-1.392, 3.273, 0.324], [-0.428, 4.604, 0.863], [-1.410, -4.259, 4.996], [-1.444, -5.112, 1.615], [-2.079, -5.515, 3.343], [1.624, -4.054, 4.228], [2.374, -5.378, 2.331], [-0.973, -0.055, 0.737], [-0.972, -1.560, -2.420], [-2.845, -3.672, -0.365], [-3.584, -0.066, -7.636], [-4.301, 0.406, -6.536], [-3.705, 0.436, -5.273], [-2.383, -0.006, -5.125], [-1.664, -0.488, -6.227], [-2.272, -0.516, -7.484], [-1.742, 0.047, -3.806], [-2.418, 0.461, -2.852], [-0.562, -0.322, -3.721], [-4.051, -0.082, -8.620], [-5.324, 0.754, -6.662], [-4.276, 0.807, -4.425], [-0.639, -0.839, -6.125], [-1.721, -0.885, -8.346], [2.768, 1.625, -3.827], [3.401, 2.801, -4.231], [3.042, 4.022, -3.657], [2.045, 4.053, -2.672], [1.402, 2.875, -2.270], [1.768, 1.660, -2.853], [1.681, 5.330, -2.047], [2.260, 6.353, -2.443], [0.819, 5.312, -1.156], [3.055, 0.674, -4.273], [4.178, 2.766, -4.992], [3.545, 4.930, -3.983], [0.624, 2.885, -1.510], [1.277, 0.739, -2.546]], "forces_ev_per_a": [[0.9, -0.6, 0.3], [0.8, 0.5, 2.1], [-0.8, -0.8, -1.6], [-0.1, 0.5, 0.3], [0.5, 0.9, -2.0], [0.4, -0.4, -0.8], [2.1, -0.3, 0.3], [-1.2, 0.4, 1.6], [-0.5, -0.5, 2.7], [-0.2, -2.7, -1.9], [-1.3, 2.0, -0.1], [-0.3, -0.2, 0.7], [-0.4, -0.1, 0.7], [0.2, -0.1, -0.9], [-0.8, 1.7, -0.7], [-1.0, 0.1, 0.3], [0.9, 1.7, -3.7], [0.2, -1.1, -0.1], [-1.0, -0.6, 0.3], [2.7, -6.9, 3.4], [0.1, 6.4, -2.9], [-0.9, 0.5, -4.3], [-1.2, 3.0, 3.0], [-1.4, 2.9, -3.0], [0.6, -3.1, 1.2], [-1.8, 0.1, 3.3], [4.6, -1.0, -0.4], [1.3, -0.1, -1.8], [-1.3, 2.2, 0.5], [-2.0, -1.5, -0.3], [-2.1, -0.9, -0.6], [1.5, -1.0, 1.8], [0.2, 2.4, 0.8], [-0.9, -0.9, -2.2], [2.1, 0.2, -0.6], [-0.9, -1.1, 1.7], [0.8, -1.9, 0.4], [-1.7, 0.0, 1.8], [-0.6, 1.3, 2.0], [-1.0, 1.6, -1.8], [-0.7, -0.4, -1.0], [0.6, 0.0, -2.2], [1.8, 0.4, 2.0], [0.0, -0.9, -2.3], [-2.1, -0.7, 0.6], [2.0, 0.4, -1.5], [0.3, 1.2, 1.9], [2.1, -0.7, -1.0], [0.6, -0.2, 2.5], [-0.6, -0.4, -2.2], [0.2, -2.3, 0.9], [0.7, 1.0, 1.1], [-1.0, -1.4, 0.3], [0.1, 1.5, -0.7], [0.9, 0.6, 2.2], [2.1, 1.1, -1.2], [-0.8, -1.5, 1.0], [-1.3, -1.6, -0.8], [-0.6, 0.0, -0.6], [0.6, -0.7, 1.3], [-0.8, 1.9, 0.3], [0.1, 0.0, 0.1], [0.4, -0.1, 0.1], [0.0, 0.0, 0.0], [-0.3, 0.0, -0.8], [0.0, 0.0, 0.0], [-0.2, 0.1, 0.3], [-0.9, 0.8, 0.7], [1.4, -0.8, -1.6], [-1.0, 0.0, 0.2], [0.1, 0.0, 0.2], [0.2, -0.1, 0.1], [0.3, -0.1, -0.1], [-0.3, 0.1, 0.2], [-0.1, 0.1, 0.2], [0.0, 0.1, 0.1], [-0.3, 0.0, 0.3], [-0.1, 0.0, 0.1], [0.3, -0.9, -0.4], [0.1, 0.1, 0.0], [0.2, 0.3, 0.0], [-0.2, 1.4, 0.4], [-1.0, -1.7, 0.7], [1.1, 0.0, -1.2], [-0.1, 0.2, 0.1], [-0.2, 0.1, 0.2], [-0.2, -0.1, 0.2], [0.2, 0.2, -0.1], [0.0, 0.3, 0.0]], "mulliken_charge": [-1.029, 0.490, -0.869, -0.745, -0.145, -0.003, -0.535, 0.697, -1.599, 0.314, -0.520, 0.050, -0.395, -0.746, -0.536, -0.283, 0.752, -0.343, -0.602, 0.922, -0.604, -0.533, -0.476, 0.977, -0.066, -0.604, -0.578, 0.251, 0.245, 0.303, 0.338, 0.203, 0.241, 0.324, 0.064, 0.250, 0.082, 0.299, 0.474, -0.270, 0.388, 0.321, 0.273, 0.448, -0.231, 0.270, 0.156, 0.334, 0.244, 0.246, 0.341, 0.108, 0.200, 0.419, 0.292, 0.397, 0.388, 0.383, -0.336, 0.216, 0.352, -0.399, -0.536, -0.282, 0.115, -0.203, -0.590, 1.147, -0.513, -0.656, 0.379, 0.372, 0.439, 0.419, 0.374, -0.798, -0.397, -0.397, -0.075, -0.373, -0.296, 0.946, -0.579, -0.587, 0.438, 0.389, 0.472, 0.615, 0.571], "e_lumo_ev": -4.82, "total_charge": 1}


{"formula": "C24H45AsBrO4PbSi2", "method": "wB97M-V/def2-TZVPD", "species": ["Pb", "C", "C", "C", "O", "C", "O", "O", "H", "H", "H", "H", "H", "H", "H", "C", "C", "C", "C", "C", "C", "C", "Br", "C", "O", "C", "C", "C", "C", "C", "C", "H", "H", "H", "H", "H", "H", "H", "H", "H", "H", "H", "H", "H", "H", "H", "H", "H", "H", "H", "H", "C", "Si", "C", "C", "As", "Si", "C", "C", "C", "H", "H", "H", "H", "H", "H", "H", "H", "H", "H", "H", "H", "H", "H", "H", "H", "H", "H"], "coordinates": [[-1.294, -1.164, 2.161], [-5.571, 0.577, 2.703], [-4.469, 0.827, 1.698], [-4.955, 1.538, 0.451], [-3.854, -0.450, 1.353], [-3.266, 1.517, 2.351], [-3.070, 1.554, 3.543], [-2.363, 1.896, 1.456], [-6.371, 0.007, 2.234], [-5.974, 1.524, 3.060], [-5.192, 0.025, 3.560], [-5.754, 0.957, -0.010], [-4.145, 1.679, -0.264], [-5.362, 2.515, 0.708], [-3.902, -0.588, 0.398], [-0.008, -5.015, -4.599], [1.228, -4.298, -4.056], [2.315, -5.347, -3.782], [1.725, -3.312, -5.122], [0.927, -3.538, -2.767], [-0.323, -3.533, -2.169], [-0.501, -2.806, -1.009], [-2.250, -2.832, -0.225], [0.493, -2.063, -0.371], [0.225, -1.302, 0.694], [1.778, -2.093, -0.955], [1.932, -2.813, -2.133], [3.020, -1.353, -0.424], [4.226, -2.307, -0.441], [3.302, -0.167, -1.360], [2.916, -0.819, 1.009], [0.253, -5.539, -5.519], [-0.810, -4.313, -4.836], [-0.387, -5.756, -3.895], [2.544, -5.897, -4.696], [1.983, -6.061, -3.027], [3.239, -4.888, -3.429], [1.948, -3.842, -6.048], [2.633, -2.798, -4.805], [0.965, -2.557, -5.335], [-1.155, -4.076, -2.590], [2.912, -2.814, -2.593], [4.476, -2.652, -1.443], [4.037, -3.182, 0.182], [5.103, -1.791, -0.048], [3.490, -0.503, -2.380], [4.181, 0.383, -1.018], [2.454, 0.521, -1.387], [2.695, -1.615, 1.721], [2.150, -0.055, 1.110], [3.880, -0.383, 1.282], [-0.738, 4.283, -0.215], [0.232, 2.705, 0.017], [2.058, 3.022, 0.214], [-0.172, 1.435, -1.285], [-0.583, 1.761, 2.060], [-0.546, 3.387, 3.841], [1.145, 4.173, 3.718], [-0.753, 2.480, 5.461], [-1.915, 4.599, 3.435], [-0.469, 4.747, -1.166], [-0.533, 5.004, 0.577], [-1.810, 4.086, -0.230], [2.466, 3.361, -0.741], [2.608, 2.127, 0.504], [2.253, 3.801, 0.951], [0.094, 1.812, -2.275], [-1.242, 1.216, -1.287], [0.366, 0.501, -1.116], [1.944, 3.431, 3.754], [1.290, 4.848, 4.565], [1.258, 4.759, 2.805], [0.193, 2.427, 6.002], [-1.130, 1.469, 5.317], [-1.475, 3.003, 6.089], [-1.535, 5.622, 3.438], [-2.714, 4.529, 4.173], [-2.351, 4.413, 2.454]], "forces_ev_per_a": [[0.0, 0.0, 0.1], [0.0, 0.0, 0.0], [0.0, 0.1, 0.1], [0.0, 0.0, 0.0], [0.1, -0.2, -0.1], [-0.1, 0.1, 0.0], [0.0, -0.1, 0.0], [0.1, 0.0, -0.1], [0.0, 0.0, 0.0], [0.0, 0.0, 0.0], [0.0, 0.0, 0.0], [0.0, 0.0, 0.0], [0.0, 0.0, 0.0], [0.0, 0.0, 0.0], [0.0, 0.1, 0.0], [0.0, 0.0, 0.0], [0.0, 0.0, 0.0], [0.0, 0.0, 0.0], [0.0, 0.0, 0.0], [0.0, 0.0, 0.0], [0.0, 0.0, 0.0], [0.0, 0.0, 0.0], [0.0, 0.0, 0.0], [0.0, 0.1, -0.1], [0.0, 0.0, 0.1], [0.0, 0.0, 0.0], [0.0, -0.1, 0.0], [0.0, 0.0, 0.0], [0.0, 0.0, 0.0], [0.0, 0.0, 0.0], [0.0, 0.0, 0.0], [0.0, 0.0, 0.0], [0.0, 0.0, 0.0], [0.0, 0.0, 0.0], [0.0, 0.0, 0.0], [0.0, 0.0, 0.0], [0.0, 0.0, 0.0], [0.0, 0.0, 0.0], [0.0, 0.0, 0.0], [0.0, 0.0, 0.0], [0.0, 0.0, 0.0], [-0.1, 0.0, 0.0], [0.0, 0.0, 0.0], [0.0, 0.0, 0.0], [0.0, 0.0, 0.0], [0.0, 0.0, 0.0], [0.0, 0.0, 0.0], [0.1, 0.0, 0.0], [0.0, 0.0, 0.0], [0.0, 0.0, 0.0], [0.0, 0.0, 0.0], [0.0, -0.1, 0.0], [0.0, 0.1, 0.0], [0.0, 0.0, 0.0], [0.0, 0.0, 0.0], [-0.1, 0.0, 0.0], [0.0, 0.0, 0.0], [0.0, 0.0, 0.0], [0.0, 0.0, 0.0], [0.0, 0.0, 0.0], [0.0, 0.0, 0.0], [0.0, 0.0, 0.0], [0.0, 0.0, 0.0], [0.0, 0.0, 0.0], [0.0, 0.0, 0.0], [0.0, 0.0, 0.0], [0.0, 0.0, 0.0], [0.0, 0.0, 0.0], [-0.1, 0.0, 0.0], [0.0, 0.0, 0.0], [0.0, 0.0, 0.0], [0.0, 0.0, 0.0], [0.0, 0.0, 0.0], [0.0, 0.0, 0.0], [0.0, 0.0, 0.0], [0.0, 0.0, 0.0], [0.0, 0.0, 0.0], [0.0, 0.0, 0.0]], "mulliken_charge": [0.723, -1.700, 1.630, -1.627, -0.571, -0.240, -0.591, -0.155, 0.432, 0.357, 0.343, 0.441, 0.362, 0.422, 0.321, -2.214, 1.934, -1.586, -1.613, -0.508, -0.261, -0.258, -0.317, 1.712, -0.678, -0.657, -0.303, 2.243, -1.804, -1.402, -1.833, 0.430, 0.413, 0.399, 0.459, 0.362, 0.318, 0.468, 0.307, 0.357, 0.622, 0.369, 0.324, 0.411, 0.489, 0.288, 0.460, 0.080, 0.375, -0.097, 0.544, -0.982, 0.645, -0.958, -0.548, 0.210, 0.686, -1.178, -1.149, -1.066, 0.453, 0.284, 0.132, 0.389, 0.266, 0.369, 0.496, 0.271, -0.291, 0.350, 0.409, 0.259, 0.342, 0.256, 0.365, 0.395, 0.406, 0.206], "e_lumo_ev": -3.68, "total_charge": 1}